{"formula": "C4H10O2", "method": "wB97M-V/def2-TZVPD", "e_homo_ev": -8.80, "e_tot_ev": -8404.0113, "e_above_lowest_ev": 1.5358, "smiles": "C=CO.CCO", "elements": ["O", "O", "C", "C", "C", "C", "H", "H", "H", "H", "H", "H", "H", "H", "H", "H"], "coordinates": [[-0.658, 0.625, 0.858], [1.888, 0.547, -0.263], [-1.431, 1.145, -0.243], [-2.441, 0.161, -0.755], [2.576, -0.637, -0.186], [2.636, -1.376, 0.904], [-3.086, -0.207, 0.055], [-1.178, -0.021, 1.348], [3.029, -0.816, -1.162], [2.141, -1.003, 1.794], [-1.889, 2.089, 0.033], [-0.662, 1.371, -0.991], [1.113, 0.526, 0.334], [3.129, -2.328, 0.999], [-3.170, 0.605, -1.444], [-1.998, -0.684, -1.279]]}